{"formula": "C69H155N9O13", "method": "the ωB97M-V functional and the def2-TZVPD basis", "energy_ev": -114082.256, "smiles": "CC1(C)CCCC(C)(C)N1O.CC1(C)CCCC(C)(C)N1O.CC1(C)CCCC(C)(C)N1O.CC1(C)CCCC(C)(C)N1O.CC1(C)CCCC(C)(C)N1O.COCCNCCOC.COCCNCCOC.COCCNCCOC.COCCNCCOC", "e_above_lowest_ev": 2.020, "lumo_ev": 0.62, "homo_lumo_gap_ev": 8.874, "e_homo_ev": -8.256, "largest_force_ev_per_a": 3.48, "species": ["C", "C", "C", "C", "C", "C", "C", "C", "C", "N", "O", "H", "H", "H", "H", "H", "H", "H", "H", "H", "H", "H", "H", "H", "H", "H", "H", "H", "H", "H", "C", "C", "C", "C", "C", "C", "C", "C", "C", "N", "O", "H", "H", "H", "H", "H", "H", "H", "H", "H", "H", "H", "H", "H", "H", "H", "H", "H", "H", "H", "C", "C", "C", "C", "C", "C", "C", "C", "C", "N", "O", "H", "H", "H", "H", "H", "H", "H", "H", "H", "H", "H", "H", "H", "H", "H", "H", "H", "H", "H", "C", "C", "C", "C", "C", "C", "C", "C", "C", "N", "O", "H", "H", "H", "H", "H", "H", "H", "H", "H", "H", "H", "H", "H", "H", "H", "H", "H", "H", "H", "C", "C", "C", "C", "C", "C", "C", "C", "C", "N", "O", "H", "H", "H", "H", "H", "H", "H", "H", "H", "H", "H", "H", "H", "H", "H", "H", "H", "H", "H", "C", "O", "C", "C", "N", "C", "C", "O", "C", "H", "H", "H", "H", "H", "H", "H", "H", "H", "H", "H", "H", "H", "H", "H", "C", "O", "C", "C", "N", "C", "C", "O", "C", "H", "H", "H", "H", "H", "H", "H", "H", "H", "H", "H", "H", "H", "H", "H", "C", "O", "C", "C", "N", "C", "C", "O", "C", "H", "H", "H", "H", "H", "H", "H", "H", "H", "H", "H", "H", "H", "H", "H", "C", "O", "C", "C", "N", "C", "C", "O", "C", "H", "H", "H", "H", "H", "H", "H", "H", "H", "H", "H", "H", "H", "H", "H"], "positions_angstrom": [[2.74767, 7.28890, 32.00891], [3.03260, 6.12582, 31.08253], [3.14455, 4.85533, 31.94640], [1.94753, 5.94301, 30.06502], [2.02422, 6.98852, 28.97208], [3.41075, 6.86181, 28.33132], [4.49401, 7.18587, 29.35058], [5.85239, 6.96162, 28.68172], [4.37660, 8.65762, 29.81268], [4.34365, 6.16290, 30.42712], [5.30667, 6.45809, 31.42575], [2.22421, 8.08541, 31.51116], [2.05727, 6.89628, 32.74078], [3.58796, 7.70144, 32.53357], [3.19695, 3.94500, 31.31699], [3.95588, 4.87492, 32.64976], [2.23385, 4.79389, 32.59362], [2.07355, 5.00582, 29.58980], [0.96693, 6.06068, 30.59027], [1.20610, 6.80423, 28.22318], [1.75537, 8.03038, 29.30068], [3.48760, 7.71485, 27.58617], [3.49915, 5.91344, 27.80053], [5.93842, 5.91784, 28.33554], [6.64837, 7.25101, 29.42880], [5.94319, 7.64113, 27.82430], [3.38458, 9.04837, 30.10297], [4.73972, 9.39983, 29.03334], [5.00341, 8.79041, 30.62902], [5.84168, 5.67768, 31.58642], [-0.15154, 2.59688, 31.31897], [0.25729, 1.18136, 31.73156], [-0.96146, 0.50043, 32.34762], [0.70558, 0.29567, 30.53732], [1.43825, -0.93800, 30.98504], [2.66274, -0.49030, 31.74192], [2.28479, 0.30369, 33.05902], [1.73357, -0.64308, 34.14810], [3.53957, 0.99952, 33.58913], [1.40959, 1.38264, 32.62294], [0.89074, 2.05070, 33.78757], [0.72406, 3.12285, 31.01124], [-0.87330, 2.69613, 30.51854], [-0.63364, 3.17957, 32.12436], [-1.26653, 0.99035, 33.25738], [-1.73535, 0.52827, 31.55911], [-0.72258, -0.54321, 32.60711], [-0.09979, 0.13040, 29.84575], [1.45331, 0.83015, 29.92067], [0.81546, -1.61744, 31.61614], [1.72514, -1.47847, 30.12781], [3.21629, 0.23864, 31.14558], [3.38771, -1.25644, 32.00798], [1.08441, 0.00591, 34.78370], [2.58639, -1.01244, 34.73142], [1.16988, -1.44310, 33.72372], [3.37267, 1.50284, 34.56586], [3.85322, 1.75654, 32.83752], [4.26790, 0.27945, 33.85199], [1.24769, 2.92182, 33.80981], [9.20773, 3.28167, 31.71235], [7.74380, 3.67863, 31.56029], [7.44859, 4.11858, 30.09052], [6.80336, 2.49974, 31.83854], [6.69335, 2.08862, 33.27746], [6.30639, 3.30904, 34.14785], [7.17038, 4.52096, 33.85366], [6.52435, 5.78641, 34.38624], [8.56377, 4.32079, 34.57389], [7.27415, 4.75319, 32.38127], [8.23729, 5.86733, 32.29538], [9.64983, 2.97138, 30.81454], [9.75286, 4.12442, 32.10734], [9.30731, 2.46928, 32.41020], [6.40505, 4.52235, 29.93487], [8.20256, 4.87993, 29.74290], [7.63520, 3.19598, 29.54131], [5.83890, 2.74204, 31.35429], [7.14010, 1.70055, 31.22516], [5.92255, 1.39410, 33.49768], [7.70293, 1.76906, 33.55605], [6.32102, 3.20435, 35.24381], [5.23621, 3.46487, 33.90816], [7.22473, 6.56668, 34.13041], [6.21341, 5.71522, 35.46437], [5.61356, 6.03580, 33.80582], [9.34498, 5.01499, 34.25383], [8.97437, 3.33200, 34.57147], [8.40317, 4.52351, 35.65097], [7.66886, 6.66010, 32.08494], [-4.41055, 4.87593, 28.23085], [-3.93653, 4.05304, 26.98652], [-5.15493, 3.20186, 26.60331], [-3.54045, 5.01378, 25.89127], [-2.24525, 5.81598, 26.00045], [-1.19280, 4.70258, 26.12483], [-1.45641, 3.83437, 27.35295], [-0.41578, 2.67825, 27.22126], [-1.26012, 4.68245, 28.62037], [-2.81610, 3.19414, 27.18005], [-3.05086, 2.37762, 28.25066], [-4.47813, 4.16316, 29.07612], [-3.75710, 5.72580, 28.50870], [-5.39435, 5.24908, 28.05737], [-4.82417, 2.61259, 25.77857], [-5.41372, 2.54493, 27.39536], [-6.02249, 3.79743, 26.38608], [-3.44335, 4.35445, 24.99009], [-4.29696, 5.72921, 25.62399], [-2.05401, 6.43117, 25.07787], [-2.31972, 6.43749, 26.92715], [-0.20832, 5.12118, 26.26608], [-1.16235, 4.07554, 25.17977], [-0.76751, 1.84444, 26.60841], [-0.20050, 2.24718, 28.18316], [0.54659, 3.05120, 26.90741], [-0.24275, 4.63337, 29.11514], [-1.90998, 4.37992, 29.41388], [-1.46597, 5.76716, 28.48660], [-3.06086, 1.47015, 27.84092], [2.27941, 13.33566, 28.92899], [2.61713, 13.02372, 30.40380], [4.05034, 12.47643, 30.48613], [2.41809, 14.35716, 31.12312], [2.16063, 14.15557, 32.63603], [1.12572, 13.11612, 32.98620], [1.29007, 11.79947, 32.28015], [2.47793, 10.94808, 32.88727], [-0.02155, 11.03383, 32.32848], [1.52423, 12.07394, 30.83264], [1.85003, 10.80477, 30.24672], [2.83997, 14.16385, 28.51895], [2.40880, 12.43079, 28.23862], [1.23645, 13.60443, 28.89133], [4.59213, 13.09910, 29.73731], [4.37429, 12.58669, 31.52235], [4.02978, 11.39634, 30.13044], [3.25733, 15.03703, 30.95369], [1.54460, 14.81891, 30.61096], [3.10702, 13.72435, 33.07189], [1.92026, 15.10734, 33.10975], [0.16624, 13.54774, 32.75008], [1.06401, 12.83789, 33.99661], [3.39082, 11.45150, 33.02540], [2.74280, 10.08893, 32.23539], [2.19737, 10.54169, 33.83650], [-0.36151, 11.02581, 33.35724], [0.23213, 10.05754, 31.97993], [-0.75599, 11.52644, 31.73349], [1.19392, 10.59770, 29.46269], [2.34318, 5.60681, 24.42899], [2.88603, 6.53992, 23.52663], [4.29518, 6.54981, 23.50395], [4.86209, 7.25789, 24.79561], [4.36335, 8.55169, 25.10480], [4.60716, 9.65252, 24.16784], [4.09703, 11.00229, 24.61185], [2.70819, 11.18721, 24.65299], [2.34392, 12.49913, 24.97106], [2.72760, 5.83066, 25.45819], [2.71400, 4.60250, 24.19001], [1.24490, 5.65069, 24.45808], [4.50384, 7.15466, 22.63594], [4.67894, 5.55070, 23.37832], [5.94162, 7.19367, 24.74486], [4.54528, 6.59913, 25.62075], [3.35864, 8.51458, 25.34634], [4.14606, 9.50792, 23.18890], [5.65887, 9.60573, 24.04555], [4.46174, 11.81788, 24.04202], [4.50453, 11.23883, 25.60692], [2.76396, 12.78119, 25.96365], [1.24663, 12.55518, 24.95622], [2.76542, 13.32822, 24.34384], [-3.30113, 5.43488, 32.12906], [-2.01974, 5.75284, 31.56579], [-1.48511, 7.06191, 31.90154], [-2.00882, 8.21597, 31.09168], [-1.55634, 8.23842, 29.73336], [-1.95582, 9.41120, 28.94242], [-1.13945, 9.62196, 27.71658], [0.23089, 9.73219, 27.99260], [1.04719, 9.65593, 26.82237], [-3.34218, 4.40921, 32.34356], [-4.02888, 5.53425, 31.32141], [-3.57754, 5.99451, 33.01760], [-0.39261, 7.02159, 31.77063], [-1.70764, 7.20143, 33.00474], [-1.66091, 9.11868, 31.59717], [-3.09867, 8.03101, 31.06110], [-0.54448, 8.16387, 29.66210], [-1.85451, 10.32253, 29.54933], [-3.01567, 9.27679, 28.59079], [-1.48469, 10.44131, 27.10865], [-1.23106, 8.74188, 27.06737], [2.08739, 9.72289, 27.16744], [0.78514, 10.50119, 26.19517], [0.87632, 8.69326, 26.34325], [2.26816, 7.96651, 35.36857], [3.35253, 8.75388, 34.99991], [4.48895, 8.17712, 35.53076], [5.73216, 9.02135, 35.30708], [6.18361, 9.05990, 33.88531], [7.52380, 9.48128, 33.73057], [7.89528, 9.85281, 32.27423], [8.31782, 8.73963, 31.52133], [9.01969, 9.14524, 30.37637], [2.54478, 6.92023, 35.29790], [1.32368, 8.26674, 34.82777], [2.08350, 8.12712, 36.40223], [4.69872, 7.18022, 35.25127], [4.43364, 8.16886, 36.65843], [6.40989, 8.52617, 36.06920], [5.55985, 10.03881, 35.73654], [5.89826, 8.12576, 33.47813], [8.28717, 8.72708, 34.05400], [7.65173, 10.41014, 34.30667], [8.75830, 10.56361, 32.48721], [7.06614, 10.36110, 31.75531], [9.43955, 8.20785, 30.06269], [9.73794, 9.94616, 30.68595], [8.40463, 9.58295, 29.59450], [4.28425, 1.63184, 28.81699], [4.92486, 1.75412, 27.60462], [4.91248, 3.12287, 27.12893], [5.66078, 3.09601, 25.85476], [4.95184, 2.46169, 24.71795], [5.73078, 2.41128, 23.46943], [6.71231, 1.31784, 23.29447], [7.84953, 1.39911, 24.17060], [8.82275, 2.33174, 23.52800], [4.74875, 0.77140, 29.36736], [3.18305, 1.57812, 28.69544], [4.43241, 2.52853, 29.49138], [5.48910, 3.57992, 27.93418], [3.89888, 3.41985, 27.04883], [6.58426, 2.54333, 26.12536], [6.01683, 4.01113, 25.42806], [4.45710, 1.57849, 24.90750], [6.31169, 3.33635, 23.42997], [5.13540, 2.40954, 22.51758], [7.04299, 1.25658, 22.27085], [6.29632, 0.32991, 23.62575], [9.00443, 2.12968, 22.50718], [9.76362, 2.20441, 24.10200], [8.50018, 3.40547, 23.66799]], "lowdin_charge": [-0.018, -0.503, -0.015, -0.143, -0.175, -0.132, -0.484, -0.024, -0.017, -0.045, -0.069, 0.060, 0.070, 0.075, 0.083, 0.052, 0.090, 0.102, 0.119, 0.115, 0.099, 0.114, 0.103, 0.067, 0.091, 0.080, 0.050, 0.111, 0.048, 0.035, -0.025, -0.494, -0.021, -0.132, -0.184, -0.113, -0.502, -0.013, -0.051, -0.072, -0.031, 0.060, 0.063, 0.092, 0.076, 0.097, 0.073, 0.113, 0.103, 0.114, 0.098, 0.094, 0.124, 0.094, 0.085, 0.053, 0.103, 0.086, 0.062, 0.072, -0.003, -0.518, -0.021, -0.135, -0.151, -0.123, -0.479, -0.046, -0.013, -0.080, -0.053, 0.070, 0.078, 0.071, 0.067, 0.103, 0.083, 0.108, 0.115, 0.058, 0.106, 0.130, 0.104, 0.067, 0.117, 0.069, 0.081, 0.061, 0.090, 0.089, -0.021, -0.537, -0.022, -0.159, -0.167, -0.170, -0.445, -0.018, -0.024, -0.128, -0.031, 0.085, 0.074, 0.066, 0.078, 0.068, 0.083, 0.131, 0.114, 0.127, 0.091, 0.088, 0.144, 0.089, 0.046, 0.071, 0.084, 0.048, 0.062, 0.141, -0.060, -0.516, -0.016, -0.132, -0.160, -0.160, -0.486, 0.010, -0.033, -0.056, -0.120, 0.077, 0.088, 0.073, 0.093, 0.066, 0.080, 0.121, 0.120, 0.117, 0.108, 0.118, 0.107, 0.050, 0.073, 0.062, 0.092, 0.058, 0.079, 0.128, -0.101, -0.194, -0.189, -0.220, -0.053, -0.176, -0.231, -0.197, -0.129, 0.072, 0.084, 0.081, 0.109, 0.100, 0.114, 0.082, 0.106, 0.120, 0.113, 0.104, 0.127, 0.076, 0.093, 0.099, -0.087, -0.212, -0.188, -0.222, -0.037, -0.190, -0.234, -0.238, -0.063, 0.062, 0.076, 0.088, 0.098, 0.136, 0.092, 0.133, 0.091, 0.116, 0.139, 0.125, 0.115, 0.093, 0.078, 0.094, -0.125, -0.181, -0.283, -0.194, -0.049, -0.240, -0.220, -0.221, -0.107, 0.085, 0.110, 0.072, 0.067, 0.141, 0.125, 0.128, 0.103, 0.130, 0.122, 0.129, 0.127, 0.087, 0.097, 0.083, -0.149, -0.195, -0.192, -0.195, -0.036, -0.237, -0.251, -0.199, -0.070, 0.102, 0.080, 0.079, 0.101, 0.106, 0.125, 0.103, 0.122, 0.094, 0.129, 0.104, 0.140, 0.059, 0.090, 0.092]}